(w)
DFT (ωB97M-V/def2-TZVPD) results for the ion C35H42N3O2 with charge +1.

Each atom is followed by the atoms it is bonded to, with distances in Å.
CARTESIAN COORDINATES (ANGSTROEM)
1 C 0.565 -0.065 2.409  C8 1.450, N43 1.339, H72 1.105
2 H 6.926 5.361 -1.939  C46 1.090
3 C -2.946 0.422 3.405  C13 1.529, C44 1.542, H49 1.091, H69 1.088
4 C -0.983 1.842 2.850  C13 1.548, H40 1.101, N43 1.464, H61 1.105
5 H 3.535 2.636 2.199  C31 1.095
6 C -5.110 -5.285 -2.881  C7 1.411, C51 1.403, H75 1.091
7 C -5.401 -5.862 -1.627  C6 1.411, C15 1.403, H21 1.085
8 C 1.639 0.621 1.717  C1 1.450, C22 1.519, H24 1.101, C29 1.729
9 C 5.472 1.350 -0.810  C33 1.375, H37 1.105, C55 1.412
10 O -4.866 -1.488 -1.307  C19 1.231
11 H -2.118 -2.655 -3.052  C53 1.102
12 H -2.504 -2.227 -0.046  C81 1.102
13 C -2.502 1.862 3.149  C3 1.529, C4 1.548, H74 1.091, H79 1.092
14 C -0.166 -0.942 -0.649  N34 1.356, H36 1.089, C76 1.381
15 C -4.603 -5.548 -0.517  C7 1.403, H48 1.093, C54 1.404
16 C -1.393 0.809 -3.077  H18 1.103, C27 1.542, H38 1.094, H41 1.103
17 H 5.928 2.233 2.714  C23 1.085
18 H -1.748 0.041 -3.785  C16 1.103
19 C -3.711 -1.073 -1.405  O10 1.231, C81 1.528, N82 1.360
20 H -4.295 2.045 -1.593  C70 1.088
21 H -6.244 -6.536 -1.523  C7 1.085
22 C 2.978 0.537 2.428  C8 1.519, C31 1.415, C71 1.394
23 C 5.210 1.427 2.821  H17 1.085, C31 1.396, C62 1.406
24 H 1.396 1.647 1.401  C8 1.101
25 H 5.538 4.877 -2.940  C46 1.081
26 H -2.235 1.575 0.213  C39 1.103
27 C -1.926 0.506 -1.662  C16 1.542, N34 1.470, C39 1.531, N82 1.462
28 H 2.650 -1.487 3.105  C71 1.100
29 C 1.956 0.140 0.087  C8 1.729, C30 1.511, H57 1.102, C76 1.450
30 C 3.100 0.929 -0.505  C29 1.511, C33 1.425, C78 1.404
31 C 3.872 1.633 2.482  H5 1.095, C22 1.415, C23 1.396
32 H 3.618 3.936 -2.040  C67 1.092
33 C 4.459 0.504 -0.425  C9 1.375, C30 1.425, H80 1.093
34 N -1.424 -0.767 -1.124  C14 1.356, C27 1.470, C81 1.472
35 H 1.807 2.441 -1.356  C78 1.092
36 H 0.069 -1.935 -0.267  C14 1.089
37 H 6.527 1.068 -0.650  C9 1.105
38 H -0.300 0.829 -3.114  C16 1.094
39 C -1.715 1.717 -0.750  H26 1.103, C27 1.531, H50 1.095, H58 1.104
40 H -0.750 2.362 1.908  C4 1.101
41 H -1.769 1.797 -3.392  C16 1.103
42 H -1.460 -0.954 4.200  C44 1.110
43 N -0.621 0.424 2.793  C1 1.339, C4 1.464, C44 1.461
44 C -1.695 -0.463 3.233  C3 1.542, H42 1.110, N43 1.461, H63 1.105
45 H 5.050 -1.901 3.566  C56 1.090
46 C 5.945 4.886 -1.938  H2 1.090, H25 1.081, O59 1.471, H77 1.081
47 H -3.790 -3.946 -3.971  C51 1.094
48 H -4.823 -5.981 0.463  C15 1.093
49 H -3.348 0.315 4.414  C3 1.091
50 H -0.654 1.897 -0.546  C39 1.095
51 C -4.017 -4.415 -3.008  C6 1.403, H47 1.094, C68 1.394
52 H 0.615 0.826 -1.550  C76 1.116
53 C -2.166 -3.020 -2.013  H11 1.102, H60 1.105, C68 1.512, C81 1.532
54 C -3.516 -4.669 -0.652  C15 1.404, H66 1.087, C68 1.408
55 C 5.199 2.628 -1.345  C9 1.412, O59 1.367, C67 1.396
56 C 4.721 -0.895 3.304  H45 1.090, C62 1.401, C71 1.394
57 H 2.239 -0.845 0.493  C29 1.102
58 H -2.119 2.614 -1.250  C39 1.104
59 O 6.226 3.520 -1.469  C46 1.471, C55 1.367
60 H -1.184 -3.457 -1.759  C53 1.105
61 H -0.450 2.381 3.654  C4 1.105
62 C 5.652 0.147 3.201  C23 1.406, C56 1.401, H73 1.085
63 H -1.860 -1.266 2.492  C44 1.105
64 H -5.289 0.725 -2.265  C70 1.090
65 H -4.013 1.492 -3.247  C70 1.088
66 H -2.907 -4.401 0.208  C54 1.087
67 C 3.868 2.970 -1.595  H32 1.092, C55 1.396, C78 1.390
68 C -3.245 -4.074 -1.899  C51 1.394, C53 1.512, C54 1.408
69 H -3.725 0.106 2.715  C3 1.088
70 C -4.297 1.175 -2.246  H20 1.088, H64 1.090, H65 1.088, N82 1.450
71 C 3.382 -0.675 2.986  C22 1.394, H28 1.100, C56 1.394
72 H 0.714 -1.124 2.688  C1 1.105
73 H 6.705 -0.037 3.380  C62 1.085
74 H -3.038 2.300 2.305  C13 1.091
75 H -5.733 -5.509 -3.749  C6 1.091
76 C 0.774 0.065 -0.750  C14 1.381, C29 1.450, H52 1.116
77 H 5.282 5.401 -1.258  C46 1.081
78 C 2.839 2.139 -1.168  C30 1.404, H35 1.092, C67 1.390
79 H -2.712 2.490 4.018  C13 1.092
80 H 4.699 -0.497 -0.060  C33 1.093
81 C -2.430 -1.839 -1.074  H12 1.102, C19 1.528, N34 1.472, C53 1.532
82 N -3.351 0.190 -1.757  C19 1.360, C27 1.462, C70 1.450

Values from the calculation:
Charge   +1
SMILES   COc1ccc([C@H](/C=C/N2[C@H](Cc3ccccc3)C(=O)N(C)C2(C)C)[C@@H](C=[N+]2CCCC2)c2ccccc2)cc1


(x)
DFT (ωB97M-V/def2-TZVPD) results for a cluster of 2 separate species, C35H42N3O2 in total.

Each atom is followed by the atoms it is bonded to, with distances in Å.
CARTESIAN COORDINATES (ANGSTROEM)
1 C -1.887 0.457 -1.527  C6 1.423, C61 1.430, C81 1.428
2 H -6.191 2.014 0.339  C25 1.098
3 H 0.607 -2.593 5.672  C57 1.102
4 C -0.864 -2.494 3.116  C20 1.475, C45 1.378, H77 1.090
5 N 1.440 -2.639 3.743  C38 1.455, C45 1.362, C57 1.443
6 C -0.595 -0.140 -1.524  C1 1.423, H33 1.090, C69 1.426
7 C -7.483 3.378 -2.947  H19 1.100, C50 1.518, H78 1.108, O80 1.425
8 H 3.993 -0.057 -1.239  C40 1.091
9 C 1.699 -4.982 2.022  H21 1.092, C54 1.405, C56 1.391
10 H 2.795 -1.703 2.393  C38 1.111
11 H -5.469 3.584 -0.126  C25 1.104
12 H 4.297 -2.692 4.744  C29 1.095
13 H 2.612 -0.573 5.853  C43 1.094
14 C -4.465 1.602 -1.635  C32 1.411, N59 1.417, C60 1.411
15 H -5.354 3.536 -3.239  C50 1.106
16 H -0.693 -5.098 -1.020  C79 1.090
17 H -5.177 -0.348 -2.180  C60 1.093
18 H 7.040 3.225 -3.701  C65 1.101
19 H -7.571 4.108 -3.765  C7 1.100
20 C -1.988 -2.953 2.278  C4 1.475, C48 1.548, H68 1.094, H82 1.109
21 H 2.334 -4.989 2.911  C9 1.092
22 H -2.886 -1.383 -2.119  C81 1.094
23 C -7.575 3.380 -0.568  C25 1.517, H58 1.108, H72 1.100, O80 1.426
24 C 0.753 1.906 -2.163  C31 1.382, H35 1.089, C69 1.433
25 C -6.181 2.797 -0.430  H2 1.098, H11 1.104, C23 1.517, N59 1.466
26 H 2.774 -6.594 1.097  C56 1.092
27 H 6.968 3.222 0.307  C47 1.101
28 C 1.851 -0.154 -1.454  C40 1.383, H44 1.091, C69 1.426
29 C 3.589 -1.917 4.432  H12 1.095, C38 1.537, C43 1.530, H53 1.095
30 H 0.606 -1.031 4.828  C57 1.105
31 C 1.972 2.557 -2.151  C24 1.382, H37 1.093, C52 1.408
32 C -3.351 2.398 -1.294  C14 1.411, C61 1.378, H62 1.095
33 H -0.542 -1.229 -1.506  C6 1.090
34 H 5.803 4.431 -0.401  C47 1.109
35 H -0.118 2.442 -2.540  C24 1.089
36 C 1.072 -5.950 -0.098  H51 1.088, C56 1.401, C79 1.395
37 H 2.060 3.617 -2.407  C31 1.093
38 C 2.786 -2.436 3.228  N5 1.455, H10 1.111, C29 1.537, H42 1.096
39 H -6.058 1.959 -3.713  C50 1.097
40 C 3.075 0.492 -1.455  H8 1.091, C28 1.383, C52 1.412
41 N 4.370 2.574 -1.738  C52 1.423, C70 1.466, C75 1.467
42 H 3.237 -3.351 2.829  C38 1.096
43 C 2.585 -1.623 5.548  H13 1.094, C29 1.530, H55 1.094, C57 1.538
44 H 1.789 -1.225 -1.254  C28 1.091
45 C 0.397 -3.027 2.957  C4 1.378, N5 1.362, C54 1.477
46 H -1.264 2.450 -0.863  C61 1.090
47 C 6.262 3.427 -0.512  H27 1.101, H34 1.109, C70 1.520, O73 1.428
48 C -1.498 -3.301 0.851  C20 1.548, H71 1.104, H74 1.097, C76 1.500
49 H 5.562 1.439 -3.088  C75 1.107
50 C -6.096 2.762 -2.967  C7 1.518, H15 1.106, H39 1.097, N59 1.466
51 H 1.253 -6.662 -0.900  C36 1.088
52 C 3.138 1.865 -1.775  C31 1.408, C40 1.412, N41 1.423
53 H 4.149 -1.023 4.138  C29 1.095
54 C 0.641 -4.062 1.931  C9 1.405, C45 1.477, C76 1.411
55 H 2.761 -2.258 6.422  C43 1.094
56 C 1.928 -5.910 1.011  C9 1.391, H26 1.092, C36 1.401
57 C 1.191 -1.955 4.989  H3 1.102, N5 1.443, H30 1.105, C43 1.538
58 H -8.301 2.543 -0.527  C23 1.108
59 N -5.774 2.143 -1.677  C14 1.417, C25 1.466, C50 1.466
60 C -4.288 0.232 -1.922  C14 1.411, H17 1.093, C81 1.378
61 C -2.100 1.830 -1.186  C1 1.430, C32 1.378, H46 1.090
62 H -3.482 3.472 -1.131  C32 1.095
63 H 5.891 4.471 -3.038  C65 1.108
64 H 5.556 1.380 -0.425  C70 1.105
65 C 6.310 3.453 -2.910  H18 1.101, H63 1.108, O73 1.427, C75 1.520
66 H 4.499 2.702 -3.812  C75 1.097
67 H 4.467 2.595 0.341  C70 1.098
68 H -2.767 -2.186 2.242  C20 1.094
69 C 0.638 0.554 -1.703  C6 1.426, C24 1.433, C28 1.426
70 C 5.141 2.401 -0.503  N41 1.466, C47 1.520, H64 1.105, H67 1.098
71 H -1.265 -2.359 0.324  C48 1.104
72 H -7.752 4.104 0.241  C23 1.100
73 O 7.053 3.332 -1.697  C47 1.428, C65 1.427
74 H -2.302 -3.797 0.292  C48 1.097
75 C 5.159 2.463 -2.970  N41 1.467, H49 1.107, C65 1.520, H66 1.097
76 C -0.274 -4.168 0.863  C48 1.500, C54 1.411, C79 1.398
77 H -1.092 -1.871 3.981  C4 1.090
78 H -8.223 2.561 -3.055  C7 1.108
79 C -0.016 -5.078 -0.166  H16 1.090, C36 1.395, C76 1.398
80 O -7.699 4.145 -1.765  C7 1.425, C23 1.426
81 C -3.031 -0.330 -1.862  C1 1.428, H22 1.094, C60 1.378
82 H -2.434 -3.864 2.723  C20 1.109

Values from the calculation:
Charge   +1


Which structure loses on stability? (x) does.


(w)
DFT (ωB97M-V/def2-TZVPD) results for a cluster of 2 separate species, C4H14NS in total.

Each atom is followed by the atoms it is bonded to, with distances in Å.
CARTESIAN COORDINATES (ANGSTROEM)
1 H -1.792 -3.306 0.199  C16 1.088
2 H -1.554 -1.665 0.748  C16 1.088
3 H 0.297 -2.820 -1.214  S7 1.340
4 H 0.211 -0.107 -0.348  N18 1.046
5 H -0.235 1.053 1.715  C19 1.088
6 H -1.117 1.972 -0.268  C12 1.091
7 S -0.682 -1.951 -1.504  H3 1.340, C16 1.828
8 H 1.297 2.698 2.580  C9 1.089
9 C 1.696 2.099 1.763  H8 1.089, H11 1.092, H14 1.087, C19 1.529
10 H -2.851 -2.083 -0.433  C16 1.085
11 H 2.286 1.326 2.261  C9 1.092
12 C -0.169 2.415 0.041  H6 1.091, H13 1.090, C19 1.538, H20 1.086
13 H 0.498 2.572 -0.807  C12 1.090
14 H 2.280 2.686 1.060  C9 1.087
15 H 1.402 -0.450 0.768  N18 1.021
16 C -1.829 -2.265 -0.117  H1 1.088, H2 1.088, S7 1.828, H10 1.085
17 H 1.728 0.620 -0.445  N18 1.017
18 N 1.007 0.297 0.195  H4 1.046, H15 1.021, H17 1.017, C19 1.519
19 C 0.512 1.460 1.037  H5 1.088, C9 1.529, C12 1.538, N18 1.519
20 H -0.408 3.372 0.494  C12 1.086

Values from the calculation:
Charge   +1


(x)
DFT (ωB97M-V/def2-TZVPD) results for a cluster of 2 separate species, C4H14NS in total.

Each atom is followed by the atoms it is bonded to, with distances in Å.
CARTESIAN COORDINATES (ANGSTROEM)
1 C 0.291 -0.462 -2.805  H3 1.085, H7 1.095, H11 1.091, C15 1.516
2 N -0.169 -1.386 1.942  H5 1.025, C8 1.509, H10 1.049, H13 1.022
3 H 1.028 -1.118 -3.257  C1 1.085
4 H -0.296 1.982 -1.496  C12 1.082
5 H 0.789 -1.718 1.795  N2 1.025
6 H -0.882 -3.300 1.369  C8 1.083
7 H -0.628 -1.048 -2.698  C1 1.095
8 C -1.127 -2.263 1.174  N2 1.509, H6 1.083, H14 1.082, H19 1.083
9 H 1.727 0.634 -1.663  C15 1.086
10 H -0.221 -0.396 1.598  N2 1.049
11 H 0.075 0.306 -3.549  C1 1.091
12 C -0.215 1.091 -0.887  H4 1.082, C15 1.523, H18 1.083, S20 1.841
13 H -0.383 -1.421 2.941  N2 1.022
14 H -2.135 -2.047 1.506  C8 1.082
15 C 0.787 0.118 -1.495  C1 1.516, H9 1.086, C12 1.523, H16 1.096
16 H 1.005 -0.690 -0.787  C15 1.096
17 H -0.844 2.197 1.124  S20 1.339
18 H -1.202 0.650 -0.805  C12 1.083
19 H -1.006 -2.046 0.120  C8 1.083
20 S 0.309 1.596 0.804  C12 1.841, H17 1.339

Values from the calculation:
Charge   +1


Which structure loses on stability? (x) does.


(w)
DFT (ωB97M-V/def2-TZVPD) results for an isolated molecule of C4H7N2P.

Each atom is followed by the atoms it is bonded to, with distances in Å.
CARTESIAN COORDINATES (ANGSTROEM)
1 H 3.023 -0.972 0.780  C3 1.113
2 H 2.670 -1.157 -0.919  C3 1.071
3 C 2.614 -0.453 -0.115  H1 1.113, H2 1.071, C6 1.496, H13 1.134
4 C -2.917 0.306 -0.032  H7 1.132, C10 1.455, H11 1.153, H12 1.111
5 P 0.314 1.342 0.102  C6 1.684, H14 1.475
6 C 1.171 -0.107 0.075  C3 1.496, P5 1.684, N9 1.337
7 H -3.001 1.086 0.784  C4 1.132
8 N -0.783 -1.201 0.257  N9 1.313, C10 1.203
9 N 0.520 -1.274 0.116  C6 1.337, N8 1.313
10 C -1.672 -0.391 0.255  C4 1.455, N8 1.203
11 H -3.732 -0.494 0.124  C4 1.153
12 H -2.885 0.656 -1.086  C4 1.111
13 H 3.121 0.557 -0.213  C3 1.134
14 H 1.557 2.102 -0.129  P5 1.475

Values from the calculation:
Charge   0


(x)
DFT (ωB97M-V/def2-TZVPD) results for an isolated molecule of C4H7N2P.

Each atom is followed by the atoms it is bonded to, with distances in Å.
CARTESIAN COORDINATES (ANGSTROEM)
1 C 2.898 -0.560 -0.006  H3 1.055, C12 1.435, H13 1.105, H14 1.022
2 C -2.715 0.691 -0.287  C5 1.451, H6 1.158, H8 1.071, H10 1.044
3 H 3.645 -0.343 0.706  C1 1.055
4 H 0.091 -1.484 1.046  P9 1.381
5 C -1.384 0.192 0.009  C2 1.451, N7 1.358, P9 1.695
6 H -2.811 1.101 -1.366  C2 1.158
7 N -0.432 1.076 -0.387  C5 1.358, N11 1.240
8 H -2.917 1.498 0.388  C2 1.071
9 P -1.260 -1.220 0.940  H4 1.381, C5 1.695
10 H -3.471 0.086 0.101  C2 1.044
11 N 0.776 0.822 -0.277  N7 1.240, C12 1.163
12 C 1.661 0.161 0.086  C1 1.435, N11 1.163
13 H 3.258 -0.470 -1.046  C1 1.105
14 H 2.660 -1.550 0.094  C1 1.022

Values from the calculation:
Charge   0


(y)
DFT (ωB97M-V/def2-TZVPD) results for a cluster of 2 separate species, C4H7N2P in total.

Each atom is followed by the atoms it is bonded to, with distances in Å.
CARTESIAN COORDINATES (ANGSTROEM)
1 H 0.852 3.683 -0.098  N13 1.066
2 C -1.415 -0.417 0.199  C3 1.398, C6 1.383, H7 1.138
3 C -0.650 -1.057 1.178  C2 1.398, C4 1.386, H10 1.097
4 C 0.384 -1.685 0.503  C3 1.386, H5 1.141, N14 1.350
5 H 1.318 -2.208 0.899  C4 1.141
6 C -0.776 -0.590 -1.016  C2 1.383, H12 1.082, N14 1.364
7 H -2.325 0.242 0.382  C2 1.138
8 H 0.119 2.931 -1.514  N13 1.010
9 P 2.258 2.251 -1.413  N13 1.617
10 H -0.829 -0.965 2.256  C3 1.097
11 H 1.029 -1.690 -1.407  N14 0.986
12 H -0.847 -0.096 -1.976  C6 1.082
13 N 0.967 3.135 -1.005  H1 1.066, H8 1.010, P9 1.617
14 N 0.283 -1.426 -0.818  C4 1.350, C6 1.364, H11 0.986

Values from the calculation:
Charge   0


(z)
DFT (ωB97M-V/def2-TZVPD) results for an isolated molecule of C4H7N2P.

Each atom is followed by the atoms it is bonded to, with distances in Å.
CARTESIAN COORDINATES (ANGSTROEM)
1 N -0.732 0.669 0.485  H7 1.053, C12 1.331, C13 1.391
2 C 1.058 -0.931 -0.095  H4 1.137, H9 1.172, C12 1.461, P14 1.849
3 H 1.178 -1.647 2.102  P14 1.391
4 H 0.877 -2.048 -0.209  C2 1.137
5 C -1.677 0.930 -1.459  H8 1.157, N11 1.394, C13 1.357
6 H -2.498 1.998 0.400  C13 1.139
7 H -0.161 0.791 1.362  N1 1.053
8 H -2.307 1.382 -2.317  C5 1.157
9 H 1.793 -0.609 -0.950  C2 1.172
10 H 3.094 -1.230 1.302  P14 1.418
11 N -0.627 0.022 -1.584  C5 1.394, C12 1.302
12 C -0.073 -0.063 -0.409  N1 1.331, C2 1.461, N11 1.302
13 C -1.783 1.312 -0.161  N1 1.391, C5 1.357, H6 1.139
14 P 1.859 -0.575 1.534  C2 1.849, H3 1.391, H10 1.418

Values from the calculation:
Charge   0
SMILES   PCc1ncc[nH]1


Which structure loses on stability? (x) does.